This record from the OMol25 dataset describes a single C5H7NO molecule in a non-equilibrium geometry. The level of theory is the ωB97M-V functional and the def2-TZVPD basis.

Geometry as XYZ:
```
14
Properties=species:S:1:pos:R:3:forces:R:3
C 1.3782 -0.9791 -1.3122 0.2816 -0.0334 -0.1334
C 0.4696 0.0952 -0.8067 0.0723 -0.2243 0.1070
C -0.5192 0.6871 -1.4876 -1.6005 -0.5596 1.6971
O -1.6759 0.8635 -0.1846 1.4057 0.3251 -1.3671
C -0.9439 0.5893 0.8955 0.7216 -0.1343 -0.4350
N -1.2812 0.6646 2.2373 -0.1867 0.3968 -0.3992
C 0.3161 0.1788 0.5797 0.2758 -0.4199 0.3445
H 2.1811 -1.1254 -0.5888 0.1344 -0.0645 -0.2445
H 1.7845 -0.8766 -2.3171 -0.0553 0.1802 0.0286
H 0.7378 -1.8711 -1.2834 0.3563 0.0183 -0.1148
H -0.7984 0.4118 -2.5180 -0.9458 0.5299 0.9952
H -2.1765 0.8123 2.6587 -0.2717 0.1602 -0.5033
H -0.4868 0.7878 2.8527 -0.3857 -0.0932 -0.2787
H 1.0146 -0.2382 1.2745 0.1979 -0.0814 0.3036
```
Positions in Å, forces in eV/Å.

The LUMO energy comes out at 0.90 eV. As for the spin multiplicity: 1. The calculation puts the HOMO-LUMO gap at 8.5 eV. For the electronic energy, the calculation gives -324.62005 hartree. The HOMO energy is -7.638 eV. The energy above the lowest of the compared OMol25 structures with the same formula, charge and spin comes out at 274.16 kJ/mol. As for the total charge: 0.

Mulliken population analysis, charges in e, atoms 1 to 2: number 1, C, carries -1.18; number 2, C, carries 0.91